Record 1
Below is a structure of composition C21H30MnNO2P2 at a distorted geometry, with properties calculated with ωB97M-V with the def2-TZVPD basis set.

The geometry in ORCA input format:
```
! RIJCOSX wB97M-V def2-TZVPD def2/J DEFGRID3
* xyz 1 6
Mn -0.18319 -0.02357 -0.22159
P 2.04296 -0.23354 -0.00520
C 2.26760 -0.85063 -1.70581
C 1.11954 -1.08926 -2.45327
N -0.12168 -0.66509 -1.98233
C -1.29421 -1.02037 -2.54004
C -1.27760 -1.94674 -3.55031
C -0.07440 -2.37842 -4.10897
C 1.11707 -1.88444 -3.61332
C -2.53714 -0.42041 -1.93548
P -2.11413 1.08306 -0.95719
H 2.09504 -2.14153 -4.01012
H -2.23079 -2.31823 -3.90653
H -0.05161 -3.11877 -4.90027
H -3.24468 -0.17012 -2.72048
H -3.04307 -1.14827 -1.29581
H 2.72706 1.37905 -2.58523
H 3.23932 -0.83296 -2.24455
H 1.29543 3.10485 -1.67678
O 3.21109 2.12970 -2.98888
H 2.60687 2.42032 -3.73328
H 0.13577 1.36768 -0.29988
O 0.70966 3.86506 -1.57781
H 0.96438 3.95925 -0.60815
C -2.27854 2.35918 -2.23187
H -3.26629 2.31142 -2.70724
H -2.12699 3.34825 -1.79106
H -1.50199 2.22545 -2.99161
C -3.55874 1.31840 0.12309
H -3.44253 2.26274 0.67263
H -4.50108 1.35811 -0.44025
H -3.62237 0.50716 0.85907
C 2.34454 -1.92768 0.64770
H 3.42548 -2.12029 0.65273
H 1.89018 -2.01348 1.63704
H 1.87107 -2.63591 -0.04707
C 3.48648 0.74052 0.54966
H 3.26849 1.07957 1.57560
H 4.39947 0.12189 0.55621
H 3.65494 1.62387 -0.08753
C 0.60841 0.65452 5.25917
C 0.91598 1.45139 4.13426
C 0.44598 1.10104 2.87707
C -0.29577 -0.08690 2.71040
C -0.74219 -0.62773 1.45981
C -1.44256 -1.80965 1.32022
C -1.77379 -2.53618 2.47865
C -1.37000 -2.08338 3.72019
C -0.61566 -0.89270 3.86208
C -0.15889 -0.48143 5.12574
H 0.99104 0.97897 6.22259
H 1.51894 2.35215 4.20765
H 0.61184 1.70679 1.97805
H -1.71456 -2.16001 0.30998
H -2.33705 -3.45039 2.34773
H -1.63446 -2.66211 4.61757
H -0.40870 -1.08023 6.01303
*
```

Values from the calculation:
- Frontier orbital gap (spin up / spin down): 6.68 / 5.33 eV
- HOMO (spin up / spin down): -9.6 / -10.5 eV
- Relative energy (zero: lowest compared OMol25 entry of this formula, charge and spin): 0.00 kcal/mol
- Energy: -77737.5294 eV


Record 2
Below is a cluster of 8 separate species, C42H101N7O3 in total at a distorted geometry, with properties calculated with ωB97M-V with the def2-TZVPD basis set.

The geometry in ORCA input format:
```
! RIJCOSX wB97M-V def2-TZVPD def2/J DEFGRID3
* xyz 0 1
C 1.61774 28.99858 -2.05987
C 0.98574 28.49166 -3.37181
N 0.77320 27.04348 -3.43736
C 1.92698 26.32537 -3.98010
C 2.35157 26.74116 -5.37462
C 0.21545 26.42226 -2.25620
C -1.22660 26.88223 -1.99276
H 2.64672 28.63525 -1.96196
H 0.99327 28.73830 -1.21149
H 1.82316 30.07313 -2.06078
H -0.03274 28.88641 -3.45565
H 1.54134 28.89322 -4.21472
H 2.73227 26.43724 -3.23842
H 1.66287 25.27078 -4.10679
H 2.93880 27.66572 -5.34681
H 3.04559 26.03821 -5.82987
H 1.52227 26.86433 -6.07154
H 0.82483 26.57104 -1.35297
H 0.24210 25.34167 -2.41731
H -1.14536 27.91133 -1.64442
H -1.65513 26.26829 -1.19930
H -1.84567 26.74891 -2.87576
C -1.92337 23.50107 -9.54570
C -1.47590 22.28441 -10.34066
N -2.05884 21.05750 -9.80944
C -1.59153 20.68973 -8.48728
C -0.14177 20.20206 -8.41800
C -2.05555 19.97034 -10.77130
C -3.02784 18.84732 -10.40384
H -2.99835 23.65173 -9.63370
H -1.43425 24.39017 -9.95366
H -1.60650 23.54610 -8.50517
H -1.73131 22.33003 -11.40400
H -0.37875 22.21878 -10.45793
H -1.73377 21.38159 -7.65199
H -2.35328 19.97874 -8.13684
H 0.17333 19.95100 -7.39967
H 0.11946 19.31877 -9.00565
H 0.55693 20.98366 -8.73004
H -1.01071 19.65612 -10.93105
H -2.34776 20.30330 -11.77069
H -3.18146 18.13490 -11.21188
H -3.99241 19.31739 -10.20393
H -2.69426 18.34924 -9.49381
C 9.13385 23.09693 -10.00028
C 9.28352 23.75374 -11.37490
N 8.00557 23.95733 -12.04650
C 8.22854 24.40411 -13.41793
C 8.60181 23.26102 -14.33863
C 6.99096 24.68706 -11.29404
C 7.46958 26.04562 -10.77990
H 10.13403 22.82470 -9.65994
H 8.58273 22.15556 -10.03760
H 8.62434 23.77105 -9.31314
H 9.78875 24.72506 -11.26503
H 9.93120 23.09656 -11.95366
H 7.35292 24.90626 -13.83110
H 9.07484 25.10898 -13.46430
H 8.62400 23.59902 -15.37911
H 9.58424 22.80362 -14.19540
H 7.91197 22.41551 -14.27166
H 6.58924 24.00962 -10.53595
H 6.17047 24.79266 -12.00830
H 7.89877 26.65653 -11.57384
H 8.21662 25.88206 -10.00287
H 6.64973 26.62569 -10.35114
C -0.38086 25.08198 -12.47535
C 1.10618 25.34212 -12.29677
N 1.93267 24.42132 -13.05479
C 1.83169 24.47328 -14.50484
C 2.53431 25.70155 -15.17756
C 3.30712 24.34287 -12.57031
C 4.08770 23.15928 -13.14811
H -0.69257 25.30480 -13.49964
H -0.98371 25.66953 -11.79024
H -0.49642 24.00409 -12.36903
H 1.41610 26.38904 -12.44629
H 1.32702 25.17253 -11.23845
H 0.78303 24.58928 -14.78254
H 2.19367 23.55313 -14.95810
H 2.56767 25.60133 -16.26177
H 3.54511 25.69887 -14.77187
H 1.94443 26.59138 -14.96680
H 3.82190 25.30556 -12.71076
H 3.19885 24.27814 -11.48293
H 3.51542 22.26519 -13.39187
H 4.44692 23.49269 -14.12873
H 4.97094 22.89976 -12.56587
C 6.47885 15.80744 -10.67456
C 5.81445 16.95557 -11.43562
N 5.48004 18.10071 -10.60606
C 4.99470 19.23863 -11.38950
C 6.12395 19.92096 -12.18693
C 4.54818 17.71827 -9.55037
C 4.23164 18.81098 -8.52294
H 6.85975 15.03667 -11.35117
H 5.73221 15.21855 -10.13565
H 7.28778 16.14627 -10.03333
H 6.56549 17.30321 -12.15157
H 4.96394 16.62891 -12.05719
H 4.08173 19.03104 -11.96300
H 4.72001 19.92453 -10.58723
H 6.94180 19.22765 -12.37050
H 5.83256 20.32066 -13.16010
H 6.48678 20.79100 -11.63952
H 4.97253 16.89756 -8.97597
H 3.63714 17.28762 -9.99863
H 3.76398 18.42856 -7.61546
H 3.58894 19.58484 -8.93787
H 5.14961 19.25502 -8.12633
C 5.71006 29.18758 -3.98220
C 6.55381 28.06667 -4.62053
N 6.59548 26.88137 -3.77429
C 7.11058 25.67834 -4.43191
C 6.16757 25.17356 -5.50720
C 7.25300 27.10500 -2.48600
C 8.77735 27.33141 -2.45997
H 6.33736 29.66300 -3.22665
H 4.84974 28.75855 -3.46999
H 5.43591 29.95556 -4.70207
H 6.18592 27.74672 -5.59479
H 7.56221 28.48160 -4.78099
H 8.08058 25.94137 -4.87983
H 7.25935 24.91831 -3.66484
H 6.25863 25.80940 -6.39176
H 6.41644 24.18444 -5.90086
H 5.14270 25.09908 -5.14402
H 7.07241 26.18294 -1.92815
H 6.79521 27.95059 -1.97757
H 9.07953 28.20232 -3.04004
H 9.32789 26.46889 -2.84426
H 9.04906 27.38324 -1.40536
O 1.27923 24.57016 -8.82417
C 2.34017 24.03910 -8.82157
C 3.65134 24.47511 -8.20730
C 4.56179 23.29246 -8.36554
C 3.93466 22.53150 -9.55652
O 2.57000 22.94122 -9.56820
H 3.98150 25.35298 -8.76229
H 3.51603 24.62214 -7.13942
H 5.58206 23.56020 -8.64477
H 4.60981 22.63601 -7.49883
H 4.41441 22.76137 -10.51234
H 4.11889 21.46639 -9.43763
C 3.44219 19.97661 -5.29509
C 4.89984 20.31405 -5.08580
N 5.62199 19.36243 -4.44851
O 5.44832 21.30502 -5.54094
H 2.87040 20.36993 -4.45106
H 3.42435 18.89020 -5.26952
H 3.07564 20.48612 -6.17995
H 5.23286 18.51418 -4.08681
H 6.60910 19.52659 -4.34551
*
```

Values from the calculation:
- SMILES string: CCN(CC)CC.CCN(CC)CC.CCN(CC)CC.CCN(CC)CC.CCN(CC)CC.CCN(CC)CC.O=C1CCCO1.CC(N)=O
- Frontier orbital gap: 8.27 eV
- HOMO: -7.8 eV
- Energy: -61763.2954 eV


Record 3
Below is a cluster of 17 separate species, C45H51Cl3F14O44 in total at a distorted geometry, with properties calculated with ωB97M-V with the def2-TZVPD basis set.

The geometry in ORCA input format:
```
! RIJCOSX wB97M-V def2-TZVPD def2/J DEFGRID3
* xyz 0 1
C 13.21433 16.95953 16.38510
C 13.63239 18.41466 16.30327
O 14.59781 18.64334 17.31488
C 14.96379 17.38230 17.80722
O 15.90316 17.24927 18.51044
O 14.29672 16.39547 17.16176
F 12.52760 19.23128 16.54716
H 13.06724 16.48539 15.42877
H 12.37158 16.94527 17.07318
H 14.06485 18.73088 15.38163
C 10.48879 7.86647 18.80320
C 11.18074 8.85465 19.67809
O 10.17349 9.78956 19.90462
C 9.20829 9.71568 18.94820
O 8.36692 10.52414 18.77299
O 9.50665 8.65847 18.09773
F 12.36678 9.39588 19.13353
H 9.95525 7.07571 19.31976
H 11.12291 7.42387 18.07054
H 11.41257 8.42966 20.67278
C 13.46170 15.83721 20.71285
C 12.48123 16.01446 21.82724
O 11.26013 16.11292 21.14700
C 11.49542 16.42892 19.78819
O 10.59650 16.62665 19.02579
O 12.84887 16.48144 19.57651
F 12.68461 17.14517 22.53432
H 13.60576 14.77454 20.46536
H 14.40314 16.27484 20.81203
H 12.40298 15.17927 22.55362
C 11.69797 13.05722 14.60209
C 11.79823 11.61643 15.03287
O 12.80719 11.10412 14.18248
C 13.20151 12.02943 13.31823
O 14.07302 11.85934 12.56421
O 12.54219 13.21433 13.51504
F 10.59142 11.01746 14.86160
H 12.01134 13.70646 15.48931
H 10.68012 13.34828 14.31983
H 12.10484 11.29855 16.02474
C 18.01041 9.55463 21.66510
C 16.54016 10.03094 21.82360
O 16.21255 9.56573 23.08123
C 17.20818 8.90519 23.68348
O 17.15160 8.45478 24.77744
O 18.35793 9.03794 22.99681
F 15.75758 9.46707 20.82801
H 18.64891 10.34632 21.32365
H 18.13648 8.71130 20.94196
H 16.34085 11.11252 21.76329
C 15.85874 10.75027 9.97401
C 16.07031 12.23449 9.92738
O 16.76076 12.51530 11.12894
C 16.72173 11.42381 11.90694
O 17.17743 11.38065 12.99468
O 16.17489 10.36811 11.28955
F 14.83593 12.76498 9.96642
H 16.54672 10.22975 9.34514
H 14.79872 10.47929 9.77141
H 16.57464 12.69546 9.07690
C 20.33548 12.07524 15.73612
C 21.67381 11.70366 16.36234
O 21.96307 10.35384 15.83801
C 20.77266 9.86271 15.48353
O 20.54788 8.69716 15.34775
O 19.89155 10.85300 15.16267
F 21.52836 11.64399 17.75703
H 20.49562 12.81390 14.95122
H 19.76721 12.43431 16.59466
H 22.55026 12.31543 16.13750
C 12.69738 11.89439 24.92715
C 13.43978 10.72970 24.27004
O 13.40782 10.97523 22.90159
C 12.77028 12.13709 22.68832
O 12.50675 12.64796 21.61966
O 12.43201 12.79052 23.80370
F 12.65589 9.65853 24.51280
H 13.22978 12.45051 25.73325
H 11.74958 11.50772 25.29183
H 14.43838 10.41203 24.54569
C 16.79176 14.50632 14.89665
C 16.40948 15.25905 13.58243
O 17.58988 15.24076 12.86092
C 18.64060 15.00199 13.64530
O 19.76173 14.91569 13.29153
O 18.23264 14.78176 14.93675
F 16.10783 16.58500 13.88358
H 16.54103 13.43151 14.81590
H 16.35814 14.95896 15.73696
H 15.54250 14.89417 12.94112
C 8.37580 13.85660 18.79711
C 8.52860 13.63583 17.29256
O 9.75540 12.93263 17.17602
C 10.47210 13.07803 18.27995
O 11.60665 12.74003 18.42854
O 9.76008 13.62134 19.30244
F 8.65075 14.79566 16.63543
H 7.61002 13.18457 19.23433
H 8.26324 14.90674 19.03993
H 7.73523 13.01783 16.85995
C 14.07369 11.45169 18.66637
C 14.82566 12.55715 19.25936
O 14.67735 13.58225 18.22572
C 14.33329 13.00725 17.08368
O 14.23141 13.52948 15.98566
O 14.07252 11.72169 17.25695
F 16.16405 12.32742 19.49996
H 13.09570 11.48261 19.16482
H 14.57293 10.53622 18.89786
H 14.38447 12.99952 20.12178
C 17.68452 15.48065 19.95197
C 18.58103 14.42732 20.62344
O 17.80144 13.67260 21.48022
C 16.50351 14.11599 21.42504
O 15.61069 13.64642 22.06010
O 16.42744 15.28983 20.65027
F 19.60964 15.04359 21.32506
H 17.43014 15.33353 18.89165
H 17.98577 16.47774 20.19129
H 19.01017 13.75512 19.85450
C 21.12199 17.11297 16.00571
C 21.85421 15.81246 15.52198
O 21.12176 14.84840 16.23177
C 20.49744 15.40320 17.28174
O 20.07784 14.71090 18.15420
O 20.55153 16.75984 17.22857
F 23.14904 15.71954 15.86886
H 20.39495 17.45975 15.22934
H 21.86209 17.84173 16.26695
H 21.84963 15.67660 14.45966
C 16.50050 7.87419 14.46920
C 15.50163 8.93902 14.35649
O 15.03340 9.20193 15.64538
C 15.61244 8.35710 16.50568
O 15.42624 8.40594 17.67117
O 16.56557 7.59287 15.91932
F 14.44793 8.41670 13.57508
H 17.46751 8.24303 14.16759
H 16.25684 6.97682 13.90843
H 15.87598 9.92214 14.00180
C 15.66077 6.26302 20.82013
O 16.15391 6.93620 21.98241
H 14.64699 5.89636 20.95515
H 15.60066 6.99480 19.98249
H 16.37415 5.49484 20.57002
H 16.83726 6.39421 22.42106
C 18.77322 9.21201 18.17704
O 18.23147 10.53316 18.09456
H 18.03342 8.57134 18.70961
H 18.95971 8.76229 17.19865
H 19.72581 9.31491 18.75691
H 17.33155 10.55367 18.41624
C 12.86139 17.99241 12.38170
Cl 13.11244 16.37041 12.85931
Cl 12.22317 18.07074 10.75155
Cl 14.30075 18.92288 12.64090
H 12.04576 18.33791 12.96378
*
```

Values from the calculation:
- Frontier orbital gap: 10.52 eV
- HOMO: -10.2 eV
- Energy: -213196.5621 eV